1.
This record from the Open Molecules 2025 dataset describes 4 unconnected molecules or ions with the total composition C38H60F3IN4O9S in a non-equilibrium geometry. The level of theory is ωB97M-V/def2-TZVPD.

As for the orbital gap: 6.7 eV. Its energy relative to the best compared isomer or geometry (same formula, charge and spin) is 1130.7 kJ/mol. The SMILES is CCCCOc1c(N)c(S(=O)(=O)C(F)(F)F)c(CCCNCc2ccccc2O)c2nc(CCC(=O)O)c(I)nc12.CCOCC.CCOCC.CCOCC. As for the HOMO energy: -8.4 eV. The value obtained for the molar mass is 932.88 g/mol.

Element x y z (Å)
C: 0.060 -1.670 3.901
C: 1.059 -0.390 3.958
C: 2.148 -0.408 2.744
C: 1.437 -0.526 1.307
O: 1.986 0.425 0.310
C: 0.804 1.059 -0.234
C: 0.505 2.501 0.224
N: 1.438 3.144 1.159
C: -0.772 3.283 -0.320
S: -1.157 5.027 0.149
O: -0.128 5.660 1.053
O: -2.483 5.115 0.857
C: -1.206 6.092 -1.404
F: -0.259 7.131 -1.322
F: -0.976 5.349 -2.602
F: -2.522 6.654 -1.519
C: -1.711 2.491 -1.299
C: -3.057 3.169 -1.894
C: -4.295 2.347 -1.210
C: -5.194 3.253 -0.231
N: -5.600 2.442 0.966
C: -7.077 2.411 1.145
C: -7.783 1.186 0.377
C: -7.011 0.112 -0.464
C: -7.721 -1.098 -1.169
C: -9.268 -1.286 -1.089
C: -10.059 -0.212 -0.270
C: -9.345 0.987 0.457
O: -10.204 1.867 1.207
C: -1.381 1.012 -1.756
N: -2.316 0.392 -2.655
C: -1.934 -0.918 -3.057
C: -2.903 -1.668 -4.104
C: -3.687 -2.933 -3.484
C: -3.499 -3.138 -1.911
O: -3.035 -4.254 -1.516
O: -3.856 -2.187 -0.916
C: -0.622 -1.581 -2.540
I: -0.160 -3.588 -3.316
N: 0.324 -1.051 -1.618
C: -0.119 0.269 -1.260
H: -1.023 -1.378 3.640
H: 0.066 -2.200 4.931
H: 0.417 -2.469 3.151
H: 0.473 0.603 3.898
H: 1.625 -0.346 4.967
H: 2.785 0.550 2.864
H: 2.875 -1.297 2.904
H: 0.315 -0.296 1.480
H: 1.523 -1.587 0.896
H: 1.961 2.463 1.727
H: 2.119 3.644 0.553
H: -3.182 4.257 -1.574
H: -3.093 3.053 -3.044
H: -4.941 1.803 -2.000
H: -3.845 1.498 -0.565
H: -4.688 4.215 0.127
H: -6.123 3.589 -0.833
H: -5.132 2.779 1.822
H: -7.343 2.270 2.264
H: -7.599 3.365 0.777
H: -5.874 0.182 -0.587
H: -7.102 -1.872 -1.757
H: -9.816 -2.147 -1.605
H: -11.203 -0.342 -0.203
H: -10.385 1.415 2.068
H: -3.713 -0.903 -4.418
H: -2.353 -1.939 -5.078
H: -3.247 -3.871 -3.996
H: -4.804 -2.929 -3.788
H: -3.170 -2.305 -0.209
C: 4.949 -1.538 -4.663
C: 4.113 -2.426 -3.757
O: 3.833 -3.703 -4.314
C: 4.955 -4.518 -4.623
C: 5.816 -4.832 -3.412
H: 4.450 -1.399 -5.628
H: 5.103 -0.559 -4.202
H: 5.931 -1.970 -4.865
H: 3.148 -1.943 -3.585
H: 4.581 -2.536 -2.773
H: 5.547 -4.061 -5.422
H: 4.560 -5.453 -5.030
H: 6.242 -3.930 -2.969
H: 6.642 -5.490 -3.692
H: 5.220 -5.326 -2.641
C: 6.457 3.631 2.689
C: 5.146 3.112 3.257
O: 4.825 3.653 4.531
C: 4.673 5.066 4.596
C: 3.574 5.600 3.694
H: 7.281 3.420 3.378
H: 6.671 3.155 1.728
H: 6.433 4.710 2.529
H: 5.225 2.030 3.390
H: 4.321 3.278 2.556
H: 5.629 5.558 4.387
H: 4.426 5.305 5.635
H: 3.774 5.395 2.641
H: 3.477 6.682 3.813
H: 2.617 5.133 3.942
C: 4.516 -4.281 -0.032
C: 4.959 -4.314 1.421
O: 3.975 -3.832 2.327
C: 2.737 -4.532 2.346
C: 2.875 -5.998 2.718
H: 4.238 -3.262 -0.324
H: 5.320 -4.627 -0.684
H: 3.646 -4.917 -0.208
H: 5.832 -3.667 1.537
H: 5.280 -5.320 1.711
H: 2.223 -4.416 1.385
H: 2.110 -4.036 3.092
H: 3.488 -6.547 2.000
H: 1.893 -6.475 2.754
H: 3.350 -6.100 3.698

Forces on atoms 1 to 2 (eV/Å):
0.2399 -0.1731 0.5439
0.2708 0.0700 -0.4377

---

2.
This record from the Open Molecules 2025 dataset describes a molecular structure, C30H25FIrN3O8S3. The level of theory is ωB97M-V/def2-TZVPD.

As for the orbital gap (spin up / spin down): 4.5 / 5.5 eV. Its energy relative to the best compared isomer or geometry (same formula, charge and spin) is 108.4 kJ/mol. The spin multiplicity is 5. As for the HOMO energy (spin up / spin down): -0.8 / -1.9 eV. As for the net charge: -2. The value obtained for the molar mass is 862.96 g/mol.

Element x y z (Å)
Ir: 0.676 -2.402 -0.543
C: 1.139 -1.554 -4.976
C: 0.851 -2.369 -3.738
N: 0.444 -1.786 -2.657
N: 0.182 -0.422 -2.784
C: -0.603 0.049 -1.877
S: -1.396 -0.796 -0.600
S: -0.725 1.831 -2.095
C: -1.901 2.358 -0.823
C: -3.305 2.565 -1.316
C: -3.821 3.847 -1.471
C: -5.116 4.047 -1.935
C: -5.914 2.958 -2.249
C: -5.407 1.672 -2.096
C: -4.115 1.475 -1.636
C: 1.005 -3.824 -3.806
C: 1.169 -4.405 -5.081
C: 1.273 -5.759 -5.295
C: 1.232 -6.615 -4.186
C: 1.073 -6.098 -2.930
C: 0.933 -4.700 -2.679
O: 0.764 -4.364 -1.446
H: 1.316 -0.522 -4.693
H: 0.293 -1.570 -5.668
H: 2.012 -1.954 -5.489
H: -1.507 3.287 -0.407
H: -1.866 1.585 -0.050
H: -3.197 4.701 -1.228
H: -5.498 5.054 -2.052
H: -6.924 3.108 -2.612
H: -6.022 0.815 -2.340
H: -3.712 0.475 -1.520
H: 1.196 -3.758 -5.947
H: 1.393 -6.147 -6.299
H: 1.332 -7.688 -4.320
H: 1.058 -6.728 -2.051
C: -1.115 2.047 5.358
C: 0.384 1.758 5.339
C: 1.236 2.985 5.638
C: 1.077 4.032 4.544
C: 1.289 3.416 3.184
C: 1.632 4.192 2.096
C: 1.825 3.605 0.853
F: 2.151 4.417 -0.184
C: 1.706 2.257 0.657
C: 1.364 1.451 1.747
C: 1.233 -0.016 1.519
O: 1.574 -0.447 0.420
C: 0.708 -0.775 2.639
C: 0.551 -0.122 3.814
N: 0.782 1.198 4.050
C: 1.143 2.027 3.001
C: 0.258 -2.258 2.676
O: 0.058 -2.709 3.814
O: 0.041 -2.844 1.587
H: -1.413 2.478 6.317
H: -1.677 1.126 5.201
H: -1.390 2.740 4.561
H: 0.603 0.989 6.084
H: 2.282 2.675 5.699
H: 0.952 3.392 6.611
H: 1.789 4.847 4.691
H: 0.079 4.479 4.600
H: 1.757 5.263 2.201
H: 1.855 1.797 -0.311
H: 0.204 -0.709 4.657
O: 3.838 -3.313 -1.801
S: 3.727 -3.848 -0.465
O: 5.030 -4.041 0.218
O: 3.388 -5.335 -0.489
O: 2.770 -3.122 0.368

Forces on atoms 1 to 2 (eV/Å):
-0.6498 -0.4118 0.2077
-0.0249 0.0282 -0.0082

---

3.
This record from the Open Molecules 2025 dataset describes C5H8FNO in the gas phase in a non-equilibrium geometry. The level of theory is ωB97M-V/def2-TZVPD.

As for the orbital gap: 10.8 eV. Its energy relative to the best compared isomer or geometry (same formula, charge and spin) is 361.6 kJ/mol. The SMILES is C=C[C@H](CF)ON=C. As for the HOMO energy: -9.7 eV. The value obtained for the molar mass is 117.12 g/mol.

Element x y z (Å)
C: -1.271 1.703 -0.037
C: 0.074 1.554 0.042
C: 0.763 0.302 0.531
C: 1.884 -0.095 -0.428
F: 2.614 -1.117 0.137
O: -0.078 -0.818 0.781
N: -0.651 -1.340 -0.363
C: -1.565 -2.155 -0.066
H: -1.917 0.950 0.382
H: -1.780 2.582 -0.397
H: 0.743 2.382 -0.183
H: 1.181 0.589 1.450
H: 2.530 0.790 -0.588
H: 1.444 -0.404 -1.353
H: -1.802 -2.358 0.966
H: -2.168 -2.565 -0.875

Forces on atoms 1 to 2 (eV/Å):
1.7208 -0.2401 0.5400
-2.0440 0.1110 -0.2492